Computed, not measured: 2 unconnected molecules or ions with the total composition C2H5OS, with wB97M-V/def2-TZVPD.

Results
Charge ... -1
ΔE to the lowest compared entry with this formula, charge and spin ... 0.567 eV
Highest occupied orbital energy ... -3.19 eV
Orbital gap ... 7.47 eV

Last columns: bonded neighbours and bond lengths (Å).
Element x y z (Å)
1 S 2.2137 0.2367 -1.9139  H8 1.367
2 O -0.2086 -1.0088 -0.6016  C3 1.337, H7 1.017
3 C -0.4951 -0.0314 0.2649  O2 1.337, C4 1.336, H9 1.094
4 C -1.0631 -0.2780 1.4490  C3 1.336, H5 1.081, H6 1.080
5 H -0.8310 -1.1170 2.0901  C4 1.081
6 H -1.6671 0.4819 1.9221  C4 1.080
7 H 0.5901 -0.8276 -1.2050  O2 1.017
8 H 1.9262 1.5710 -1.8378  S1 1.367
9 H -0.4650 0.9732 -0.1678  C3 1.094